# 1
The following is a DFT calculation (ωB97M-V/def2-TZVPD) of a single C12H23N3O4 molecule.

As for the LUMO energy: 0.65 eV. The gap between HOMO and LUMO comes out at 10.17 eV. The charge is 0. Its spin multiplicity is 1. The relative energy (zero: lowest compared OMol25 entry of this formula, charge and spin) is 4.5 kcal/mol.

```
42
Properties=species:S:1:pos:R:3:forces:R:3:nbo_charge:R:1
C -1.205640 -4.035438 1.932632 -2.6824 1.2536 -3.4749 -0.41
N -0.169293 -3.754199 1.007315 1.3009 1.4122 -1.1570 -0.59
C -0.389047 -2.956413 -0.055753 -1.2377 0.3403 -0.5943 0.67
O -1.537533 -2.688016 -0.442065 0.6518 0.0965 0.5232 -0.67
C 0.790886 -2.295421 -0.779365 1.2801 -0.2711 0.2345 -0.15
N 0.435329 -0.860368 -0.942085 -2.7332 -0.9683 0.0476 -0.63
C 1.183404 0.125586 -0.427116 1.9243 -1.6381 0.2499 0.69
O 2.386619 0.094485 -0.552935 1.0604 0.3684 -0.0650 -0.61
C 0.592354 1.193441 0.403061 -1.6160 1.3747 -1.1424 -0.15
N -0.643555 0.825014 1.099443 1.7068 -0.3183 -0.5207 -0.61
C -0.751817 -0.166157 2.004806 1.3694 -1.0246 0.0473 0.67
C -2.033635 -0.384491 2.656436 -3.0406 -2.8261 -2.3491 -0.71
O 0.167886 -0.888309 2.385539 0.2880 0.7196 -0.9281 -0.63
C 0.350861 2.416666 -0.532810 -1.4390 1.5728 -1.6002 -0.20
C -0.497219 2.098240 -1.820236 -0.1180 -1.2763 2.2092 -0.62
C 1.534830 3.129702 -1.144853 1.8635 0.1807 2.5249 -0.60
C 1.170772 -3.058198 -2.117678 -0.1091 0.4908 0.1487 0.11
C 2.647475 -2.913808 -2.485228 -1.8442 1.9921 -0.3658 -0.62
O 0.965273 -4.456847 -1.997517 -2.3626 0.1393 0.6090 -0.72
H -1.734525 -4.835606 1.442157 -0.8686 -0.7306 0.5608 0.19
H -1.923940 -3.138186 1.801856 1.1056 -1.4698 1.0051 0.23
H -0.875680 -4.312545 2.866101 0.7178 -0.1529 2.1263 0.21
H 0.716432 -4.191355 1.013496 0.8979 -0.2807 0.5780 0.40
H 1.673610 -2.349054 -0.102767 -0.4372 0.1830 -0.4261 0.22
H -0.566282 -0.683355 -0.740144 0.7272 -0.7116 -0.4201 0.41
H 1.361188 1.437765 1.077410 0.9094 0.3349 1.1058 0.24
H -1.432040 1.370138 0.936842 -1.4254 0.9669 -0.3680 0.40
H -2.145136 0.333332 3.348694 -0.1676 2.1506 3.3204 0.23
H -3.039693 -0.284780 2.126600 1.5567 -0.0447 -0.2983 0.22
H -2.016894 -1.432599 3.003519 -0.0233 0.9094 0.4685 0.25
H -0.108294 3.256212 0.029810 -0.4958 -0.8594 0.1047 0.20
H 0.005620 1.372817 -2.430968 0.6954 -0.2334 -0.3961 0.22
H -1.366626 1.539855 -1.487772 -0.8412 0.3656 -0.3859 0.19
H -0.686477 2.965686 -2.417462 -0.4562 0.4765 -0.0364 0.22
H 2.121103 2.394862 -1.646548 0.8410 -0.3610 -0.5161 0.22
H 1.291773 3.930154 -1.853061 -0.2541 -0.1819 0.4649 0.22
H 2.138133 3.527363 -0.254809 -0.3330 -0.1965 -1.5396 0.20
H 0.475219 -2.647471 -2.871123 0.4154 -0.1106 -0.0524 0.17
H 2.709881 -1.868525 -2.904345 0.7427 -1.1217 0.4897 0.23
H 3.188814 -3.058260 -1.580734 0.8382 0.2228 0.5948 0.21
H 2.920576 -3.680042 -3.180638 0.1027 -0.1943 -0.6331 0.22
H -0.028650 -4.510471 -1.903663 1.4901 -0.5787 -0.1437 0.47
```
Forces are in eV/Å.



# 2
The following is a DFT calculation (ωB97M-V/def2-TZVPD) of 2 unconnected molecules or ions with the total composition C2H8N3.

As for the LUMO energy: -3.80 eV. The gap between HOMO and LUMO comes out at 11.07 eV. The charge is +1. Its spin multiplicity is 1. The relative energy (zero: lowest compared OMol25 entry of this formula, charge and spin) is 127.0 kcal/mol.

```
13
Properties=species:S:1:pos:R:3:forces:R:3:nbo_charge:R:1
C -0.501272 1.489437 -0.329244 -0.5295 -0.6587 -0.1661 -0.25
C -0.090173 0.146382 -0.897571 -0.2769 0.4500 0.9720 0.27
N -1.189496 0.147107 -0.232655 0.2171 0.8373 -0.1252 -0.15
N -1.970710 -0.659240 0.598379 5.6306 -1.1967 -1.0077 -0.58
N 1.614515 -0.673342 0.133149 -2.0969 -0.5421 2.0631 -1.02
H 0.059487 1.991175 0.485346 -0.3552 -0.8493 -0.3330 0.23
H -1.087120 2.135510 -0.969614 0.3189 0.2494 -0.0389 0.23
H 0.477171 -0.316082 -1.680453 -0.6692 -0.1430 -0.5083 0.25
H -2.884356 -0.464747 0.632517 -4.1229 1.4746 -0.1531 0.39
H -1.489264 -0.596666 1.468340 -0.3022 -0.3083 1.0868 0.37
H 2.255099 0.119870 0.065992 0.3708 -1.2721 -0.3609 0.43
H 1.557468 -1.550017 -0.385298 1.3281 0.8325 -0.6095 0.42
H 1.461660 -1.031066 1.103662 0.4873 1.1265 -0.8193 0.41
```
Forces are in eV/Å.



# 3
The following is a DFT calculation (ωB97M-V/def2-TZVPD) of a single C12H8O2 molecule.

As for the LUMO energy: -0.53 eV. The gap between HOMO and LUMO comes out at 7.24 eV. The charge is 0. Its spin multiplicity is 1. The relative energy (zero: lowest compared OMol25 entry of this formula, charge and spin) is 219.5 kcal/mol.

```
22
Properties=species:S:1:pos:R:3:forces:R:3:nbo_charge:R:1
C 2.708146 -0.965938 -1.621829 0.4586 0.6470 -0.6272 -0.18
C 1.995826 -2.134888 -1.950060 0.1632 -1.1403 0.2246 -0.19
C 2.111881 0.111049 -1.024232 0.7019 1.2887 0.8538 -0.20
C 0.658446 -2.271484 -1.565797 1.9850 2.5662 -0.1323 -0.16
C 0.783538 0.121084 -0.675475 -1.8817 -2.3372 -1.4945 0.05
C 0.051745 -1.162889 -0.931731 2.1535 0.4809 -1.1291 -0.12
C -0.567913 1.884889 0.685215 -1.6086 0.6169 -1.4339 -0.19
C -1.789912 2.197103 1.435172 0.4017 2.9834 0.5439 -0.35
C -0.298405 0.698345 0.109806 1.2727 -0.4884 0.4293 -0.09
C -0.498731 -0.837235 0.265887 -1.6564 1.6178 2.4704 0.01
C -1.635712 -0.694854 2.649851 1.8438 1.6412 0.8758 0.08
C -2.535212 1.429624 2.226538 -2.3878 0.3987 0.6471 0.61
O -2.574575 0.063475 2.133093 -0.6139 -0.7602 -0.1908 -0.53
O -3.616548 1.846564 3.051385 2.3435 0.3546 -1.5108 -0.68
H 3.739879 -0.718999 -1.914402 -0.4030 -0.9815 -0.0357 0.23
H 2.538937 -3.020053 -2.406880 -0.8221 1.3139 0.4960 0.23
H 2.674725 1.019074 -0.863869 0.2858 0.0409 0.0029 0.22
H 0.196573 -3.153760 -1.788594 -1.5299 -2.0708 -0.4186 0.22
H -0.232358 2.905553 0.307265 0.6808 -2.0077 0.1994 0.23
H -1.930956 3.364166 1.338464 -0.4356 -2.6291 1.0101 0.23
H -1.928982 -1.713738 2.570160 -0.8751 -1.1085 -0.7026 0.09
H -4.267565 1.144673 3.073215 -0.0764 -0.4265 -0.0779 0.49
```
Forces are in eV/Å.



# 4
The following is a DFT calculation (ωB97M-V/def2-TZVPD) of a single C4H2O3 molecule.

As for the LUMO energy (spin up / spin down): 0.60 / -2.32 eV. The gap between HOMO and LUMO (spin up / spin down) comes out at 7.22 / 8.50 eV. The charge is 0. Its spin multiplicity is 3. The relative energy (zero: lowest compared OMol25 entry of this formula, charge and spin) is 140.9 kcal/mol.

```
9
Properties=species:S:1:pos:R:3:forces:R:3:nbo_charge:R:1
C 0.700405 -0.901372 0.194507 -0.6904 2.0299 1.7809 0.04
C 0.209913 0.421259 0.485021 3.2256 -1.8569 1.6688 0.23
C 0.107462 -1.178336 -0.921241 2.5839 -2.7670 0.4796 0.49
C -0.953034 0.877794 0.118297 1.3728 2.7737 1.6681 -0.38
O -0.632079 -1.495305 -1.724528 -2.8100 -1.0131 -3.9401 -0.43
O 1.965929 -0.559412 0.779688 0.5919 0.0092 -0.6058 -0.18
O 1.453433 0.786945 1.024916 -0.8092 1.0182 0.3507 -0.21
H -1.575419 0.229013 -0.296526 -2.6351 -2.6294 -1.7760 0.22
H -1.276610 1.819414 0.339864 -0.8295 2.4355 0.3738 0.22
```
Forces are in eV/Å.



# 5
The following is a DFT calculation (ωB97M-V/def2-TZVPD) of a molecular structure, C25H23BMoN12S.

As for the LUMO energy (spin up / spin down): -12.76 / -12.59 eV. The gap between HOMO and LUMO (spin up / spin down) comes out at 3.00 / 3.17 eV. The charge is +3. Its spin multiplicity is 4.

```
63
Properties=species:S:1:pos:R:3:forces:R:3:nbo_charge:R:1
Mo -0.682249 -0.325548 -0.556933 -4.1939 0.3192 0.7993 1.43
C -3.051287 -3.773589 0.415571 1.4772 0.5518 -1.2109 -0.29
C -1.915855 -3.175111 -0.188254 -1.1892 0.6219 0.0571 0.03
N -1.919281 -1.830837 0.098766 0.6959 0.2663 0.6573 -0.37
N -2.917252 -1.570239 1.008662 -1.0895 -2.7169 -0.3363 -0.32
C -3.634354 -2.752756 1.182967 1.5086 1.7245 -0.4351 0.13
B -3.242179 -0.135291 1.528888 0.0895 0.2895 0.8831 0.93
N -1.935247 0.372421 2.289680 1.3718 -0.6220 -0.2136 -0.34
C -1.615658 0.596943 3.607867 0.2179 -0.0236 -1.2898 0.06
C -0.243281 0.761424 3.728447 0.2556 0.3917 -1.4011 -0.31
C 0.233933 0.652573 2.379202 1.2454 -0.1360 3.1477 0.03
N -0.720996 0.309166 1.585491 -2.5720 0.0986 -2.1741 -0.37
N -3.518779 0.764536 0.288361 0.3662 1.1959 -1.4024 -0.34
C -4.477371 1.708462 0.020475 1.6672 -0.5834 -1.0923 0.09
C -4.075823 2.446413 -1.113728 0.1964 -0.1239 0.3928 -0.31
C -2.815653 1.941381 -1.451508 -0.6187 0.6770 -0.9507 0.02
N -2.523087 0.893658 -0.684678 1.1402 -0.7876 1.4305 -0.37
N -4.410464 -0.098060 2.472005 0.3353 0.7603 -1.1577 -0.43
C -4.766070 1.060186 3.138830 -0.9117 -0.3403 1.0948 -0.05
C -6.128738 1.026696 3.334572 0.7832 -0.6943 -0.3561 -0.31
C -6.535956 -0.111471 2.621401 0.0042 -0.7891 -0.8393 0.00
N -5.542020 -0.780214 2.037055 -0.2202 1.3280 1.3541 -0.30
H -3.417653 -4.765361 0.125404 0.1840 0.4543 0.8163 0.29
H -1.091950 -3.497358 -0.843095 -0.8631 -0.3270 0.3077 0.24
H -4.473990 -2.723805 1.860000 -0.1366 -0.1308 -0.2092 0.30
H -2.411999 0.660062 4.324732 0.0445 -0.1355 0.2377 0.26
H 0.387965 0.987377 4.585761 -0.5306 -0.0609 -0.1955 0.27
H 1.263937 0.717360 2.053741 -0.1816 0.0194 0.0030 0.23
H -5.371032 1.772496 0.598076 -0.3510 -0.0316 0.3674 0.27
H -4.600414 3.241810 -1.658399 0.2212 -0.4851 0.6096 0.28
H -2.129372 2.309245 -2.247066 -0.7246 -0.5819 0.7533 0.25
H -4.101593 1.801590 3.574977 0.1941 -0.4149 -0.3937 0.23
H -6.766389 1.580417 3.989453 0.0112 0.5991 -0.0336 0.26
H -7.545056 -0.433409 2.461809 -0.2774 -0.2606 0.0694 0.23
S -0.461489 -0.019374 -2.937799 1.0260 0.1317 -0.2471 0.00
C 1.343470 -0.039359 -3.040412 -3.1098 0.3769 3.5123 0.28
N 1.971143 0.282011 -4.105185 3.2966 -0.9573 -1.7272 -0.18
N 3.284655 -0.080940 -4.204210 -1.5014 2.3824 0.4365 -0.13
C 4.255774 0.873613 -4.014330 -1.6116 -2.0262 -1.0505 0.23
C 3.905770 2.232589 -3.938360 -0.3737 1.1283 0.6051 -0.12
C 4.799116 3.078837 -3.352700 -1.3461 1.1129 -0.7247 -0.20
C 6.028795 2.594106 -2.964033 1.7467 -0.2175 0.3918 0.05
C 6.463626 1.281056 -3.231065 -1.1240 -1.2329 -0.2586 -0.18
C 5.545252 0.383252 -3.794864 2.7783 0.3123 0.2807 -0.13
N 2.022545 -0.127132 -1.834110 -0.0969 -0.9658 -1.5499 -0.29
N 1.261004 -0.483812 -0.817676 2.6493 -0.3744 1.3244 -0.33
C 2.094849 -0.939693 0.300512 1.0358 0.3351 -0.5779 0.15
C 3.396514 -0.400714 0.439440 -0.3957 -1.0873 0.0979 -0.23
C 4.328419 -1.070675 1.226576 0.2584 0.7230 -0.4755 -0.18
C 3.955985 -2.220771 1.914510 2.1500 -0.5456 0.4501 -0.14
C 2.716601 -2.752037 1.769710 -1.5289 -0.4647 0.4278 -0.18
C 1.772487 -2.094849 0.994021 -1.8816 -0.8470 -0.4698 -0.22
H 3.473945 -1.054287 -4.488749 0.1986 0.2079 0.4456 0.47
H 2.947752 2.558762 -4.317803 -0.0542 0.0423 0.0253 0.28
H 4.612749 4.156074 -3.262574 -0.1421 -0.5420 -0.0190 0.28
H 6.746697 3.274173 -2.504592 -0.1664 -0.0961 -0.0529 0.27
H 7.467444 1.014499 -2.925072 -0.0647 -0.2811 -0.2595 0.28
H 5.805576 -0.647638 -4.085032 -0.0748 0.5281 0.4323 0.28
H 3.618933 0.403968 -0.219576 0.5418 0.6480 -0.0265 0.22
H 5.391912 -0.781774 1.238314 -0.7655 0.1645 0.1249 0.25
H 4.739710 -2.777619 2.480348 -0.8133 0.5765 -0.4040 0.26
H 2.438377 -3.690272 2.255945 0.1382 0.3476 -0.1511 0.26
H 0.767590 -2.583148 0.850223 1.0815 0.5684 0.1501 0.22
```
Forces are in eV/Å.



# 6
The following is a DFT calculation (ωB97M-V/def2-TZVPD) of a molecular structure, C19H23AsBrF6N2O5S2Tl.

As for the LUMO energy: 3.75 eV. The gap between HOMO and LUMO comes out at 3.35 eV. The charge is -2. Its spin multiplicity is 1. The relative energy (zero: lowest compared OMol25 entry of this formula, charge and spin) is 60.8 kcal/mol.

```
60
Properties=species:S:1:pos:R:3:forces:R:3:mulliken_charge:R:1
Tl -1.411162 0.153552 0.338604 0.0327 -0.4645 0.4982 0.60
F 0.419091 -0.328986 5.041624 -0.1767 0.0669 -0.2365 -0.26
C -0.634007 -1.146413 4.765715 -0.0973 -0.3255 -0.0898 0.29
F -0.213644 -2.385655 5.125844 -0.0532 0.0815 -0.1637 -0.28
F -1.594561 -0.799554 5.642519 0.0291 0.0621 -0.2162 -0.23
S -1.149808 -1.113305 2.874289 2.6776 -0.7322 0.2750 0.93
O 0.243513 -0.676153 2.295047 -0.2278 0.8369 0.0100 -0.60
O -1.975264 0.138668 2.886393 -0.3935 1.2635 -0.2744 -0.69
N -2.762992 -2.447019 3.456268 -1.6794 -0.3850 -0.5422 -0.73
S -3.452266 -2.547641 2.142813 0.5055 -1.7982 2.0906 0.68
O -4.907295 -2.648922 2.107773 -0.3938 0.2514 -0.7371 -0.67
O -2.894215 -1.791286 0.967175 -0.3632 0.4273 -0.7650 -0.58
C -3.003987 -4.287922 1.402407 -0.0340 0.5276 -0.0494 0.49
F -1.678764 -4.360694 1.115146 -0.0029 -0.0446 0.0115 -0.26
F -3.260526 -5.362380 2.190682 -0.0933 0.2330 0.0601 -0.28
F -3.641823 -4.550356 0.222413 -0.0074 -0.0726 -0.0574 -0.28
C 4.671838 -0.158508 1.168069 -0.3078 0.0192 -0.0726 -1.30
As 2.641889 -0.039003 1.298179 0.8830 0.2306 -0.0040 0.37
C 2.362862 -1.830605 0.567910 -0.0556 -0.0735 -0.1085 -0.87
C 2.348431 0.972227 -0.450350 0.0094 -0.1598 0.2254 -0.48
C 3.297303 0.619873 -1.528817 -0.0214 0.0373 -0.1758 0.39
C 4.473727 1.347596 -1.728333 -0.0826 -0.0365 -0.0095 -0.31
C 5.387013 0.976145 -2.701270 0.0508 0.0003 -0.0282 -0.50
C 5.143873 -0.132570 -3.499956 0.0691 -0.0330 -0.0843 -0.48
C 3.964391 -0.846651 -3.335880 0.0562 -0.0009 -0.0354 -0.80
C 3.046874 -0.469713 -2.369629 -0.0199 0.0628 0.0076 0.05
H 5.020868 -0.643697 0.255651 -0.0057 -0.0041 -0.0642 0.31
H 5.018617 -0.739722 2.025119 -0.0808 -0.0190 0.0336 0.40
H 5.126213 0.831748 1.235984 -0.0393 0.0531 0.0010 0.35
H 3.080755 -2.063555 -0.220681 0.0184 0.0428 -0.0017 0.39
H 1.346387 -1.892485 0.183461 -0.0365 -0.0221 0.0500 0.01
H 2.457113 -2.563454 1.367615 -0.0424 0.0780 0.0934 0.45
H 2.399506 2.036221 -0.213495 -0.0285 -0.0228 0.0825 0.61
H 1.325400 0.714538 -0.729618 -0.0309 0.0237 0.0066 -0.65
H 4.660116 2.216598 -1.107327 0.0481 -0.0179 0.0284 0.35
H 6.295907 1.550381 -2.840792 0.0020 0.0110 0.0270 0.37
H 5.864545 -0.435316 -4.250040 0.0055 0.0168 -0.0168 0.36
H 3.761736 -1.701604 -3.970522 -0.0328 -0.0024 0.0105 0.39
H 2.106975 -0.996689 -2.260723 -0.0141 -0.0676 0.0367 0.48
Br -5.828369 3.391618 3.332455 0.1306 -0.0831 -0.0721 -0.21
C -4.659622 3.510342 1.838453 -0.4877 0.6565 0.2007 -0.45
C -4.635165 4.698266 1.117401 0.3801 -0.5613 -0.1772 -0.07
C -3.787143 4.741759 0.016507 -0.2695 0.3160 0.1360 -0.75
C -3.034509 3.626477 -0.289800 0.1869 -0.4709 0.0271 -0.15
N -3.061105 2.496157 0.416234 -0.4766 0.6725 0.1574 -0.10
C -3.868684 2.437705 1.479050 0.3560 -0.4287 -0.1982 0.11
H -5.249243 5.540254 1.399090 -0.0366 0.0085 0.0403 0.43
H -3.720548 5.630709 -0.597961 0.0080 0.0005 0.0123 0.34
H -2.371249 3.623124 -1.147729 0.0352 0.0444 -0.0363 0.34
H -3.849793 1.503388 2.032938 -0.0212 -0.0090 0.1480 0.47
C -0.427715 1.305273 -3.244835 0.2590 0.3823 0.0104 -0.22
O -1.132203 0.071906 -3.272842 -0.0471 -0.5778 0.3711 -0.38
C -0.712706 -0.835538 -2.401483 0.1752 -0.0027 -0.6681 0.27
C -1.549094 -2.060134 -2.585405 -0.2006 0.3018 -0.0275 -0.75
H 0.645499 1.146863 -3.366336 -0.0803 -0.0784 0.0091 0.14
H -0.599535 1.817999 -2.295285 -0.0630 -0.0819 -0.0071 0.01
H -0.817536 1.899679 -4.070793 0.0229 0.0233 0.0306 0.31
H -2.293216 -1.956129 -3.382140 -0.0473 -0.0260 0.0240 0.33
H -2.050035 -2.291581 -1.639532 0.0495 -0.1038 0.0795 0.02
H -0.882639 -2.895852 -2.807236 0.0599 -0.0261 0.1249 0.26
```
Forces are in eV/Å.



Number 1: maximum force 4.8 eV Å⁻¹. Number 2: maximum force 5.8 eV Å⁻¹. Number 3: maximum force 3.4 eV Å⁻¹. Number 4: maximum force 4.9 eV Å⁻¹. Number 5: maximum force 4.7 eV Å⁻¹. Number 6: maximum force 2.8 eV Å⁻¹.